# 1
The following is a quantum chemistry calculation of C3H6N2OS in the gas phase in a non-equilibrium geometry, from the Open Molecules 2025 dataset.

XYZ file:
```
13
Properties=species:S:1:pos:R:3:lowdin_spin:R:1
C -3.0466 -0.6370 0.3733 0.342
C -1.1907 1.0050 -0.0301 0.295
C -0.7082 -0.1058 -0.6072 0.201
N 1.5789 0.1256 0.2122 0.013
N 0.5803 -0.5528 -0.4990 0.162
O -3.9552 -1.3434 0.0559 0.326
S -2.9416 1.0947 0.0289 0.578
H -2.1706 -0.9810 0.9391 0.035
H -0.6226 1.7427 0.5039 0.021
H -1.3329 -0.7480 -1.2128 0.013
H 1.6524 1.1015 -0.0786 0.005
H 1.3532 0.1034 1.2073 0.003
H 0.9465 -1.1856 -1.1941 0.004
```

Computed properties:
Net charge = 0
Multiplicity = 3
Maximum force = 3.74 eV Å⁻¹
Relative energy (zero: lowest compared OMol25 entry of this formula, charge and spin) = 2.062 eV
Highest occupied orbital energy (spin up / spin down) = -4.37 / -8.86 eV
E_LUMO (spin up / spin down) = 0.0183 / -0.0998 Eh


# 2
The following is a quantum chemistry calculation of C20H25N3O4 in the gas phase, from the Open Molecules 2025 dataset.

XYZ file:
```
52
Properties=species:S:1:pos:R:3:mulliken_charge:R:1
C -3.8914 -2.7575 0.6748 -0.817
C -3.1457 -3.8462 0.6812 -0.019
C -2.1177 -4.2262 -0.3431 -0.801
N -1.9685 -3.2621 -1.4057 -0.014
C -2.2388 -3.5596 -2.6928 0.251
O -2.5113 -4.6765 -3.0778 -0.687
C -2.1717 -2.3665 -3.6503 0.168
C -3.2935 -1.3732 -3.3368 -0.763
C -2.6471 -0.3435 -2.4233 0.326
O -3.2284 0.4369 -1.7054 -0.666
N -1.2958 -0.4808 -2.5337 0.190
C -0.3521 0.3648 -1.9142 0.284
C 0.8493 -0.1420 -1.4349 -0.244
C 1.7782 0.6831 -0.8256 -0.835
C 1.5107 2.0388 -0.6820 0.747
C 0.2994 2.5470 -1.1518 -0.689
C -0.6194 1.7238 -1.7635 -0.539
H -1.5531 2.1283 -2.1171 0.415
H 0.1016 3.6007 -1.0341 0.432
O 2.3492 2.9509 -0.1058 -0.483
C 3.6058 2.5159 0.3656 -0.954
C 3.5371 1.5764 1.5782 0.723
O 4.0734 0.4813 1.5593 -0.697
N 2.8650 2.0337 2.6408 0.216
C 2.2880 3.3546 2.8166 -0.453
C 1.5647 3.2633 4.1592 -0.696
H 0.5557 2.8763 4.0140 0.295
C 2.4056 2.2486 4.9319 -0.596
C 2.7634 1.2342 3.8528 -0.655
H 1.9730 0.4851 3.7311 0.295
H 3.7056 0.7114 4.0268 0.338
H 3.3083 2.7240 5.3173 0.289
H 1.8664 1.7970 5.7610 0.357
H 1.5003 4.2285 4.6567 0.366
H 3.0858 4.1071 2.8546 0.249
H 1.6158 3.6050 1.9951 0.249
H 4.1707 2.0059 -0.4238 0.338
H 4.1363 3.4311 0.6464 0.481
H 2.6927 0.2488 -0.4563 0.439
H 1.0767 -1.1935 -1.5206 0.327
C -0.9035 -1.5242 -3.4654 -0.776
H -0.5867 -1.0726 -4.4142 0.397
H -0.0741 -2.1178 -3.0777 0.370
H -3.6365 -0.8581 -4.2368 0.324
H -4.1613 -1.8310 -2.8634 0.356
H -2.2461 -2.7701 -4.6610 0.486
H -1.7994 -2.3085 -1.1273 0.083
H -2.4004 -5.1727 -0.8166 0.472
H -1.1520 -4.3755 0.1590 0.348
H -3.2421 -4.5698 1.4799 0.333
H -4.6071 -2.5665 1.4554 0.286
H -3.8349 -2.0079 -0.0968 0.153
```

Computed properties:
Net charge = 0
Multiplicity = 1
Maximum force = 0.67 eV Å⁻¹
Relative energy (zero: lowest compared OMol25 entry of this formula, charge and spin) = 2.004 eV
SMILES = C=CCNC(=O)[C@H]1CC(=O)N(c2ccc(OCC(=O)N3CCCC3)cc2)C1
Highest occupied orbital energy = -8.36 eV
E_LUMO = 0.0232 Eh


# 3
The following is a quantum chemistry calculation of 2 unconnected molecules or ions with the total composition C4H7N2P in a non-equilibrium geometry, from the Open Molecules 2025 dataset.

XYZ file:
```
14
Properties=species:S:1:pos:R:3:lowdin_spin:R:1
C 2.8279 -0.8373 0.2607 0.331
C 2.5043 0.4825 0.0280 0.061
C 0.8329 -0.9452 -0.4378 0.876
C -2.4556 0.5032 0.3696 0.010
N 1.7858 -1.6447 -0.0440 0.221
N -2.3149 -0.1833 -0.8661 0.026
P 0.9511 0.7232 -0.6467 0.427
H 3.5612 -1.2572 0.8422 0.015
H 3.0743 1.3555 0.4226 0.000
H -2.3444 0.0162 1.2568 0.001
H -1.5974 1.2143 0.4959 0.008
H -3.3926 0.9593 0.5659 0.001
H -1.4433 -0.8497 -0.6683 0.023
H -1.9893 0.4633 -1.5788 0.000
```

Computed properties:
Net charge = 0
Multiplicity = 3
Maximum force = 4.37 eV Å⁻¹
Relative energy (zero: lowest compared OMol25 entry of this formula, charge and spin) = 1.278 eV
Highest occupied orbital energy (spin up / spin down) = -8.89 / -9.31 eV
E_LUMO (spin up / spin down) = 0.0341 / -0.1029 Eh